No. 1
{
  "formula": "C24H49F18NO11",
  "method": "ωB97M-V/def2-TZVPD",
  "species": ["C", "C", "F", "C", "C", "O", "N", "C", "C", "C", "F", "F", "C", "F", "F", "C", "F", "F", "C", "F", "F", "C", "F", "F", "C", "F", "F", "C", "F", "F", "C", "F", "F", "F", "H", "H", "H", "H", "H", "H", "H", "H", "H", "C", "O", "H", "H", "H", "H", "C", "O", "H", "H", "H", "H", "C", "O", "H", "H", "H", "H", "C", "O", "H", "H", "H", "H", "C", "O", "H", "H", "H", "H", "C", "O", "H", "H", "H", "H", "C", "O", "H", "H", "H", "H", "C", "O", "H", "H", "H", "H", "C", "O", "H", "H", "H", "H", "C", "O", "H", "H", "H", "H"],
  "positions_angstrom": [[0.15834, -1.71586, 4.36778], [-0.38789, -0.36417, 3.54396], [-1.86191, -0.62787, 3.36548], [-0.14509, 0.89297, 4.54145], [-1.24724, 1.20162, 5.76196], [-1.67327, 0.30457, 6.67964], [-1.71110, 2.67415, 5.78146], [-1.61166, 3.15763, 4.31684], [-0.14064, 2.45628, 3.94049], [0.64379, 2.80858, 2.57516], [1.68400, 1.73048, 2.37366], [1.50658, 4.00952, 2.92513], [-0.15148, 3.27298, 1.25480], [0.94544, 3.88464, 0.39519], [-0.99025, 4.49309, 1.55916], [-0.85347, 2.17072, 0.29597], [-0.13880, 0.83796, 0.31597], [-0.59857, 2.64728, -1.12164], [-2.47415, 2.00565, 0.37430], [-3.23182, 3.30501, 0.18405], [-2.99118, 1.48378, 1.67982], [-3.16264, 1.04804, -0.78077], [-3.15187, 1.68244, -2.15430], [-4.63583, 1.07643, -0.42034], [-2.76011, -0.52230, -0.78263], [-2.30995, -1.10117, 0.50170], [-4.04022, -1.26813, -1.10263], [-1.71427, -1.00412, -1.95349], [-0.76007, 0.01794, -2.42260], [-2.57197, -1.34859, -3.14912], [-0.86756, -2.36591, -1.60748], [-0.13236, -2.73803, -2.87285], [0.22037, -2.13595, -0.59146], [-1.69753, -3.54456, -1.26377], [-0.21464, -1.53543, 5.48770], [-0.37259, -2.69684, 4.01331], [1.32555, -1.77448, 4.42428], [0.21038, -0.36182, 2.54106], [0.91948, 0.79373, 5.07050], [-2.72291, 2.73931, 6.10568], [-1.60374, 4.34764, 4.37715], [-2.58456, 2.68443, 3.88087], [0.53755, 2.97492, 4.78377], [-5.62046, -0.28840, 4.28196], [-4.45586, -0.10001, 5.06452], [-6.49939, -0.18955, 4.92328], [-5.65875, 0.46952, 3.49570], [-5.60554, -1.28744, 3.83931], [-3.69297, -0.19341, 4.46890], [-0.86564, -2.30246, -6.59803], [-1.58978, -2.96075, -5.57506], [-1.49258, -2.23500, -7.49021], [-0.59799, -1.29620, -6.26653], [0.03684, -2.87268, -6.83175], [-1.00851, -3.00571, -4.79686], [4.27857, -3.61488, 4.02635], [3.21295, -2.99530, 4.72260], [4.36325, -3.16598, 3.03393], [5.21138, -3.46089, 4.57430], [4.07574, -4.68384, 3.92429], [3.16221, -3.41391, 5.59878], [4.71097, -6.64470, 5.89583], [3.64535, -6.02512, 6.59208], [4.79566, -6.19580, 4.90341], [5.64378, -6.49071, 6.44378], [4.50814, -7.71367, 5.79377], [3.59461, -6.44373, 7.46826], [4.60838, -2.05865, -0.19748], [3.78155, -1.98688, 0.94942], [5.32191, -2.87618, -0.07057], [3.99292, -2.24886, -1.08016], [5.15228, -1.11814, -0.31521], [3.15937, -1.25315, 0.80787], [-1.80818, 3.73267, -5.24895], [-2.87380, 4.35224, -4.55270], [-1.72350, 4.18157, -6.24137], [-0.87537, 3.88665, -4.70101], [-2.01101, 2.66370, -5.35102], [-2.92454, 3.93364, -3.67652], [3.21976, -2.44387, -7.02216], [2.15414, -1.82429, -6.32591], [3.30445, -1.99497, -8.01458], [4.15257, -2.28988, -6.47422], [3.01693, -3.51284, -7.12423], [2.10340, -2.24290, -5.44973], [-5.55197, 6.37616, -0.18506], [-5.21312, 5.40438, 0.78706], [-6.47253, 6.87879, 0.12075], [-4.74690, 7.11092, -0.26311], [-5.70911, 5.88818, -1.15016], [-4.39306, 4.97542, 0.48877], [1.14991, -0.32825, -9.94099], [0.42578, -0.98654, -8.91802], [0.52297, -0.26079, -10.83316], [1.41756, 0.67801, -9.60948], [2.05239, -0.89848, -10.17470], [1.00705, -1.03150, -8.13982], [4.20944, 1.91041, 0.08092], [4.87671, 1.10049, -0.86932], [3.18985, 1.53985, 0.21021], [4.73651, 1.86152, 1.03690], [4.17711, 2.94242, -0.27708], [5.77802, 1.45316, -0.96295]],
  "lowdin_charge": [-0.05, -0.20, -0.12, -0.09, -0.21, -0.04, 0.00, -0.13, -0.12, -0.14, -0.01, -0.01, -0.07, 0.01, 0.04, -0.05, 0.03, 0.03, -0.06, 0.02, 0.03, -0.06, 0.04, 0.03, -0.09, 0.05, 0.03, -0.09, 0.05, 0.04, -0.12, 0.02, 0.03, 0.07, 0.10, 0.10, 0.07, 0.14, 0.18, 0.15, 0.15, 0.12, 0.18, -0.16, -0.14, 0.08, 0.07, 0.08, 0.04, -0.18, -0.13, 0.08, 0.08, 0.07, 0.04, -0.15, -0.14, 0.06, 0.08, 0.06, 0.08, -0.16, -0.13, 0.05, 0.08, 0.08, 0.09, -0.16, -0.14, 0.08, 0.08, 0.06, 0.07, -0.17, -0.13, 0.08, 0.07, 0.07, 0.06, -0.14, -0.15, 0.08, 0.08, 0.09, 0.09, -0.16, -0.13, 0.08, 0.08, 0.08, 0.04, -0.16, -0.14, 0.08, 0.08, 0.07, 0.04, -0.16, -0.14, 0.06, 0.08, 0.08, 0.09],
  "smiles": "C[C@@H](F)[C@@H]1C(=O)NC[C@@H]1C(F)(F)C(F)(F)C(F)(F)C(F)(F)C(F)(F)C(F)(F)C(F)(F)C(F)(F)F.CO.CO.CO.CO.CO.CO.CO.CO.CO.CO",
  "homo_energy_ha": -0.361,
  "homo_lumo_gap_ev": 8.1,
  "energy_ev": -98591.9673
}

=====

No. 2
{
  "formula": "C24H49FN6O8P",
  "method": "ωB97M-V/def2-TZVPD",
  "species": ["C", "C", "C", "C", "C", "C", "O", "N", "P", "O", "C", "C", "C", "C", "C", "C", "C", "O", "O", "C", "C", "C", "F", "C", "C", "N", "C", "C", "C", "C", "O", "C", "N", "O", "N", "O", "H", "H", "H", "H", "H", "H", "H", "H", "H", "H", "H", "H", "H", "H", "H", "H", "H", "H", "H", "H", "H", "H", "H", "H", "H", "H", "H", "H", "H", "H", "H", "H", "H", "H", "H", "H", "H", "H", "H", "H", "H", "H", "H", "H", "H", "C", "O", "N", "N", "H", "H", "H", "H"],
  "positions_angstrom": [[4.19315, 2.69242, 1.24445], [3.53680, 1.93715, 0.36728], [2.36834, 1.10229, 0.80540], [0.93667, 1.52618, 0.33613], [0.86989, 3.04646, 0.11341], [1.33077, 3.63012, -1.21493], [0.90365, 4.99671, -1.20458], [0.00414, 1.26112, 1.48313], [-0.13831, 2.37394, 2.74764], [-1.23460, 3.34268, 2.63164], [-0.41870, -0.09507, 1.86320], [0.59971, -0.78017, 2.81454], [-0.95550, -0.98439, 0.71391], [-2.39292, -0.59189, 0.27184], [-3.57299, -1.58472, 0.28685], [-4.85421, -0.85308, 0.73401], [-5.10715, 0.37111, -0.09945], [-4.81766, 1.50939, 0.29811], [-5.63403, 0.10342, -1.30702], [-6.12875, 1.24917, -2.01657], [-5.02178, 1.98326, -2.78076], [-0.92456, -2.43676, 1.14327], [-1.37856, -3.22016, 0.07142], [-1.63107, -2.88041, 2.43377], [-2.58587, -1.97592, 3.23798], [-0.01833, -0.74055, -0.50148], [1.18060, -1.64230, -0.58949], [0.99666, -2.85627, -1.51613], [1.68060, -2.68688, -2.89136], [0.71101, -2.19527, -3.96893], [1.38108, -1.21775, -4.76152], [0.28758, 0.71975, -0.82325], [-0.87929, 1.47022, -1.19893], [0.94759, 0.61842, -2.08351], [2.33266, 0.92454, -2.10754], [2.66977, 1.10928, -3.19328], [4.12274, 2.45637, 2.29810], [4.82426, 3.51839, 0.95476], [3.87820, 1.91378, -0.65429], [2.59793, 0.05748, 0.59595], [2.37242, 1.17738, 1.88474], [-0.14237, 3.40433, 0.23670], [1.50261, 3.52534, 0.85302], [0.89154, 3.13934, -2.07585], [2.41120, 3.62958, -1.33571], [0.49118, 5.18564, -2.04358], [1.13157, 2.95127, 2.89563], [-0.30880, 1.56142, 3.88126], [-1.30449, 0.07253, 2.46379], [0.06786, -1.24180, 3.63863], [1.22141, -1.55313, 2.37687], [1.27376, -0.06717, 3.26796], [-2.67410, 0.27845, 0.86131], [-2.39299, -0.21178, -0.74020], [-3.79987, -1.93354, -0.71550], [-3.49175, -2.47702, 0.89074], [-5.67137, -1.55042, 0.55476], [-4.86764, -0.62018, 1.78914], [-6.86327, 0.87476, -2.71780], [-6.65641, 1.91855, -1.35019], [-5.25700, 2.07248, -3.83124], [-4.10459, 1.42163, -2.63100], [-4.84776, 2.95219, -2.32977], [0.08238, -2.80964, 1.27585], [-0.90590, -3.26722, 3.13876], [-2.18830, -3.76916, 2.15405], [-3.47556, -2.53065, 3.51454], [-2.92248, -1.06553, 2.76106], [-2.13319, -1.68438, 4.18104], [-0.58831, -1.03105, -1.29686], [1.53725, -1.92998, 0.38815], [2.04400, -1.11489, -0.97315], [-0.05280, -3.04999, -1.70282], [1.46717, -3.70004, -1.02583], [2.46629, -1.93547, -2.85930], [2.13028, -3.62374, -3.19299], [0.44097, -3.03174, -4.61132], [-0.17842, -1.73903, -3.53106], [0.71675, -0.66771, -5.17326], [-1.48385, 1.69450, -0.41873], [-1.36959, 1.05427, -1.97678], [5.93100, -0.74232, 1.36684], [4.95540, -0.28818, 1.94576], [6.01836, -2.05615, 0.99181], [7.00986, 0.02882, 1.05010], [6.81166, -2.44678, 0.52050], [5.24837, -2.65234, 1.22373], [6.97498, 0.99569, 1.31284], [7.82305, -0.31917, 0.57954]],
  "lowdin_charge": [0.03, -0.20, -0.13, -0.30, -0.13, -0.24, -0.04, -0.18, 0.69, -0.37, -0.29, -0.02, -0.21, -0.09, -0.15, -0.08, -0.47, 0.09, 0.00, -0.20, -0.05, -0.27, 0.00, -0.14, -0.07, 0.11, -0.10, -0.13, -0.15, -0.25, -0.07, -0.38, 0.16, -0.03, 0.01, 0.16, 0.07, 0.07, 0.09, 0.09, 0.09, 0.11, 0.11, 0.10, 0.11, 0.08, 0.04, 0.04, 0.11, 0.08, 0.08, 0.07, 0.12, 0.10, 0.12, 0.10, 0.13, 0.12, 0.12, 0.12, 0.07, 0.06, 0.08, 0.12, 0.11, 0.12, 0.09, 0.05, 0.08, 0.16, 0.11, 0.10, 0.10, 0.12, 0.11, 0.12, 0.12, 0.10, 0.09, 0.11, 0.11, -0.67, 0.01, 0.15, 0.16, 0.10, 0.09, 0.10, 0.10],
  "total_charge": 1,
  "homo_energy_ha": -0.428,
  "homo_lumo_gap_ev": 8.6,
  "energy_ev": -62999.7436
}